Below is C4H7NO in the gas phase, with properties calculated with ωB97M-V with the def2-TZVPD basis set.

XYZ file:
```
13
Properties=species:S:1:pos:R:3:forces:R:3
C 0.636 -0.846 0.218 0.0 0.0 0.0
C -0.889 -0.927 0.135 0.1 -0.1 0.2
O -1.480 0.083 -0.688 0.1 0.1 0.0
C -0.994 1.331 -0.471 0.2 0.2 0.1
N 0.155 1.656 -0.064 -0.4 -0.2 -0.1
C 1.155 0.608 0.097 0.1 -0.1 0.0
H 0.937 -1.277 1.180 0.0 0.0 -0.2
H 1.088 -1.468 -0.561 -0.1 0.1 0.0
H -1.221 -1.880 -0.286 0.1 0.2 0.1
H -1.326 -0.826 1.135 0.0 0.0 -0.1
H -1.737 2.094 -0.707 0.1 -0.1 0.0
H 1.782 0.872 0.954 -0.1 0.0 -0.1
H 1.810 0.679 -0.780 -0.1 0.0 0.1
```
Forces are in eV/Å.

Results
Highest occupied orbital energy = -9.70 eV
SMILES string = C1=NCCCO1
2S+1 = 1
LUMO level = 0.036 Ha
ΔE to the lowest compared entry with this formula, charge and spin = 1.332 eV


Below is a molecular structure, C41H75BBeBr3ClCsF7MgN5O19PS5 in a non-equilibrium geometry, with properties calculated with ωB97M-V with the def2-TZVPD basis set.

XYZ file:
```
161
Properties=species:S:1:pos:R:3:forces:R:3
C 6.531 -1.081 -1.533 0.4 -0.2 0.0
C 5.431 -2.114 -1.354 -0.4 0.5 -0.4
C 4.044 -1.546 -1.015 0.2 -0.4 0.7
C 4.069 -0.606 0.212 0.1 0.1 0.1
N 3.543 0.754 0.011 -0.5 -0.3 -1.2
C 2.097 0.809 -0.170 -0.4 -0.3 1.0
C 1.463 1.962 0.666 0.3 -1.1 -1.0
C 0.641 1.442 1.850 0.1 0.7 0.7
C -0.750 2.073 1.922 0.3 -0.3 -0.3
C -1.613 1.855 0.678 -1.0 0.8 0.4
O -2.671 0.898 0.804 0.2 -0.3 -0.6
C -2.214 -0.472 0.774 -0.4 -0.4 -0.2
B -2.950 -1.224 2.017 0.1 -0.1 0.2
C -4.508 -1.233 2.261 -0.2 0.4 -0.2
O -2.222 -1.895 2.919 0.9 2.0 -0.4
C -2.287 -1.102 -0.649 0.4 -0.5 1.2
C -1.596 -2.481 -0.618 -0.2 0.6 -1.0
C -0.121 -2.436 -0.336 0.2 -0.4 0.3
O 0.662 -3.048 -1.010 0.2 -0.2 -0.3
C -3.701 -1.396 -1.154 -0.5 0.8 0.5
C -4.774 -0.288 -1.060 -0.1 -0.4 -1.6
C -5.751 -0.443 -2.287 0.2 1.0 2.1
S -5.585 0.778 -3.562 -1.8 -3.3 -1.7
O -4.646 0.343 -4.569 1.5 0.8 1.0
O -6.859 0.926 -4.187 -0.8 1.3 0.9
O -5.131 2.230 -2.950 -0.9 -4.1 5.0
O -1.443 -0.264 -1.471 -0.9 0.0 -0.1
C -1.924 0.148 -2.706 1.1 0.4 -0.7
C -1.837 -0.883 -3.865 0.4 0.1 -0.1
C -1.041 -0.264 -4.973 -0.3 0.1 0.2
O -1.314 0.751 -5.518 -0.2 0.6 -0.3
F 0.062 -0.921 -5.306 0.2 -0.4 -0.1
P -2.429 3.496 0.356 1.4 1.7 0.5
N -2.909 3.333 -1.329 -0.4 -0.8 0.2
O -3.796 3.450 1.264 -0.3 -0.6 -0.7
C 4.248 1.503 -0.959 0.2 0.6 0.7
S 5.539 2.350 -0.521 0.6 0.0 0.0
S 3.787 1.545 -2.705 -0.3 -0.2 -0.5
C 2.393 2.716 -2.795 0.2 0.5 0.7
C 2.581 3.954 -1.920 -1.1 0.2 -0.2
C 1.302 4.809 -1.994 0.2 0.2 -0.2
H 6.315 -0.357 -2.315 -0.2 0.0 -0.1
H 6.763 -0.526 -0.629 -0.1 0.1 0.1
H 7.457 -1.584 -1.810 0.1 0.0 -0.1
H 5.690 -2.835 -0.580 0.2 -0.1 0.1
H 5.342 -2.657 -2.297 0.0 -0.3 0.0
H 3.550 -1.073 -1.859 0.2 0.2 -0.2
H 3.432 -2.404 -0.736 -0.3 0.0 -0.2
H 5.071 -0.501 0.617 0.2 0.0 -0.1
H 3.488 -1.060 1.011 -0.2 0.1 0.1
H 1.698 -0.114 0.248 0.0 -0.2 -0.1
H 1.777 0.821 -1.211 0.2 0.0 -0.1
H 2.289 2.581 0.996 -0.1 0.3 0.2
H 0.853 2.531 -0.035 -0.1 0.4 0.2
H 1.151 1.773 2.755 0.0 -0.1 0.1
H 0.611 0.354 1.915 -0.1 -0.1 -0.2
H -0.568 3.147 1.993 0.0 0.0 0.2
H -1.240 1.800 2.884 0.3 -0.4 -1.8
H -0.957 1.685 -0.177 -0.1 -0.3 -0.2
H -1.156 -0.452 1.023 0.1 0.0 0.0
H -4.747 -1.546 3.273 0.1 0.0 0.2
H -4.996 -0.280 2.054 -0.1 0.1 0.0
H -4.974 -1.980 1.609 0.0 -0.1 -0.1
H -1.429 -2.456 2.509 -1.3 1.5 1.1
H -1.673 -2.844 -1.645 0.1 -0.2 0.0
H -2.135 -3.199 -0.010 0.2 0.0 0.5
H 0.275 -1.857 0.513 -0.3 0.1 0.2
H -4.059 -2.232 -0.557 0.0 -0.1 0.1
H -3.713 -1.757 -2.181 0.5 -0.1 -0.1
H -4.324 0.697 -1.103 0.0 0.2 0.3
H -5.408 -0.332 -0.185 0.3 -0.1 0.4
H -6.764 -0.323 -1.915 -0.2 0.3 -0.3
H -5.707 -1.427 -2.740 0.2 0.1 -0.6
H -4.265 2.458 -3.410 0.2 -3.5 6.7
H -1.259 0.955 -3.018 0.1 0.2 0.3
H -2.907 0.617 -2.679 -0.3 -0.3 0.2
H -1.326 -1.792 -3.571 -0.3 -0.2 0.3
H -2.828 -1.039 -4.280 0.0 -0.4 0.0
H -2.866 2.345 -1.567 -0.2 -0.1 0.0
H -3.878 3.630 -1.340 -0.2 0.0 -0.2
H -4.291 2.630 1.116 0.0 -0.2 0.3
H 1.456 2.239 -2.509 -0.1 -0.2 -0.1
H 2.287 3.053 -3.824 0.2 -0.3 -0.3
H 2.699 3.694 -0.875 0.5 -0.2 0.0
H 3.422 4.549 -2.256 0.3 0.0 0.2
H 1.121 5.336 -1.061 0.0 0.1 0.1
H 0.416 4.207 -2.211 -0.1 -0.1 0.0
H 1.394 5.558 -2.778 -0.1 0.1 -0.1
Cl -1.872 2.399 4.532 0.2 0.7 5.0
Be -1.326 2.634 6.594 -0.4 0.0 -3.7
Br 5.272 -1.988 -7.432 0.0 0.0 0.0
C 3.758 -3.168 -7.171 0.3 0.1 -0.2
C 2.638 -2.485 -6.435 -0.1 -0.2 0.3
Br 3.015 -2.345 -4.540 0.0 0.1 0.0
H 4.126 -4.051 -6.659 -0.1 0.0 0.0
H 3.436 -3.449 -8.201 0.7 -0.1 1.3
H 1.722 -3.072 -6.504 0.0 0.0 -0.1
H 2.447 -1.478 -6.795 0.0 0.0 -0.1
N 1.020 4.879 3.682 -0.2 0.7 -0.4
O 0.792 5.982 4.179 -0.1 -0.1 0.2
O 0.865 4.686 2.474 0.2 -0.2 0.3
O 1.410 3.947 4.421 -0.2 -0.5 0.2
Mg 2.235 -3.070 -9.687 -0.8 0.2 -1.2
Br -1.818 -4.247 2.376 0.5 -3.8 -0.8
C 3.406 8.623 0.509 0.1 0.6 0.1
F 2.162 8.151 0.385 0.0 -0.2 -0.1
F 3.584 9.559 -0.431 0.0 -0.1 -0.1
F 3.493 9.236 1.693 0.0 -0.1 0.1
S 4.637 7.265 0.357 -0.5 -0.1 0.0
O 4.423 6.740 -0.965 0.1 0.1 -0.2
O 4.312 6.370 1.436 0.1 0.1 0.3
N 5.928 8.142 0.555 0.0 -0.7 -0.1
S 7.326 7.393 0.513 0.6 0.0 0.0
O 7.723 6.889 -0.769 -0.2 0.1 -0.3
O 7.607 6.544 1.635 -0.2 0.0 0.3
C 8.381 8.877 0.776 -0.2 0.6 0.2
F 8.107 9.477 1.933 0.0 -0.1 0.1
F 8.204 9.784 -0.194 0.0 -0.1 -0.1
F 9.673 8.538 0.786 0.0 -0.2 -0.1
Cs -4.570 3.225 -4.805 1.4 7.9 -12.6
O 5.644 9.728 3.980 0.0 0.3 0.0
C 4.932 9.117 4.712 0.3 -0.4 -0.1
O 4.188 9.724 5.688 -0.1 0.0 0.0
C 3.517 8.736 6.477 -0.1 -0.2 0.0
C 3.446 7.495 5.597 0.1 -0.1 0.0
C 4.725 7.612 4.768 -0.7 0.2 0.1
H 4.098 8.566 7.388 0.0 0.0 0.0
H 2.531 9.108 6.753 0.0 0.2 0.0
H 3.370 6.570 6.166 0.0 0.0 0.0
H 2.579 7.555 4.940 0.0 0.0 0.0
H 5.582 7.158 5.269 0.1 0.0 -0.1
H 4.601 7.197 3.770 0.3 0.0 -0.1
C -3.501 -7.373 3.219 -0.8 0.2 0.2
C -3.272 -8.183 1.918 1.0 0.1 2.7
C -3.086 -9.670 2.271 -0.9 -0.7 -0.5
C -4.344 -10.407 2.759 0.1 0.0 0.0
C -5.652 -9.825 2.196 0.5 0.1 0.7
C -5.497 -9.047 0.885 -2.6 -0.8 1.6
N -4.481 -7.967 1.088 2.6 -2.0 -3.3
O -4.331 -7.262 0.143 -0.8 1.1 0.5
C -6.858 -8.402 0.602 0.1 0.6 -0.2
C -5.150 -9.989 -0.262 1.0 0.4 -0.5
C -1.989 -7.689 1.293 -0.2 0.5 -1.1
H -3.609 -6.311 2.998 0.2 0.0 -0.1
H -2.650 -7.489 3.886 0.1 -0.1 -0.2
H -4.396 -7.699 3.756 0.0 -0.1 0.0
H -2.695 -10.193 1.396 0.1 0.1 -0.1
H -2.308 -9.753 3.026 0.1 0.4 0.0
H -4.259 -11.460 2.490 0.1 0.0 0.0
H -4.388 -10.383 3.847 -0.1 0.0 0.0
H -6.382 -10.620 2.064 0.0 0.1 -0.2
H -6.082 -9.161 2.950 -0.1 0.1 -0.1
H -7.113 -7.670 1.369 0.0 0.0 0.0
H -7.634 -9.163 0.596 0.1 -0.1 0.0
H -6.876 -7.901 -0.366 0.1 0.0 0.0
H -5.936 -10.735 -0.352 -0.1 0.1 0.2
H -4.209 -10.516 -0.113 0.0 0.0 0.1
H -5.088 -9.457 -1.212 0.0 0.1 0.0
H -1.168 -7.840 1.987 -0.1 0.0 0.2
H -2.033 -6.623 1.073 0.1 0.1 0.1
H -1.752 -8.228 0.371 -0.1 -0.1 0.0
```
Forces are in eV/Å.

Results
Highest occupied orbital energy = -6.74 eV
2S+1 = 1
LUMO level = -0.178 Ha


Among the records above, which one has the highest LUMO level?
C4H7NO


Look up the highest occupied orbital energy of the second one.
-6.74 eV


Among the records above, which one has the highest highest occupied orbital energy?
C41H75BBeBr3ClCsF7MgN5O19PS5